The following is a DFT calculation (ωB97M-V with the def2-TZVPD basis set) of a molecular structure, C4H7BrNO7S2.

XYZ file:
```
22
Properties=species:S:1:pos:R:3:forces:R:3:mulliken_charge:R:1
O -2.393248 -0.455669 -4.261657 0.227 0.084 0.264 -0.52
C -1.652596 -0.293424 -3.316570 -0.318 -0.149 -0.375 0.20
C -0.621121 -1.335503 -2.952113 0.040 0.111 -0.538 -0.77
S -0.886922 -2.292794 -1.456544 0.258 -0.350 0.215 1.11
O -2.280049 -2.659421 -1.481016 0.023 0.124 0.081 -0.65
O 0.082543 -3.360166 -1.555863 -0.153 0.084 0.057 -0.70
N -0.465896 -1.419338 -0.181056 -0.202 0.038 -0.491 -0.43
S -0.944560 0.074454 -0.028564 0.030 -0.067 0.230 1.12
O -0.080648 1.011567 -0.722203 -0.059 -0.039 -0.069 -0.65
O -2.363537 0.297499 -0.181073 0.029 0.013 -0.131 -0.64
C -0.580570 0.283911 1.733226 -0.001 -0.087 0.556 -0.71
C 0.134902 1.581134 1.962785 -0.235 0.032 -0.060 0.55
O -0.377838 2.643904 1.993144 -0.008 0.211 0.055 -0.47
Br 2.043687 1.419094 2.289951 0.119 -0.070 -0.019 -0.24
H -1.687924 0.638878 -2.743063 0.049 0.011 0.193 0.37
H -0.662244 -2.086610 -3.746538 0.048 -0.008 0.178 0.35
H 0.378729 -0.897653 -2.925381 -0.053 0.017 0.226 0.40
H -1.528549 0.344897 2.274553 0.019 -0.026 -0.254 0.26
H -0.018021 -0.573655 2.088790 0.086 0.074 -0.171 0.43
O 4.480816 2.093219 4.162620 0.178 0.021 0.106 -0.58
H 4.431364 3.050976 4.084541 -0.075 -0.018 -0.042 0.30
H 4.991681 1.934700 4.962033 -0.001 -0.005 -0.011 0.29
```
Positions in Å, forces in eV/Å.

As for the HOMO-LUMO gap: 8.21 eV. The HOMO energy is -6.0 eV. Its charge is -1. Its LUMO energy is 2.162 eV. As for the energy: -4108.49953 Ha. Its largest force on an atom is 0.563 eV/Å.

The following is a DFT calculation (ωB97M-V with the def2-TZVPD basis set) of a molecular structure, C13H31N2Na2O7.

XYZ file:
```
55
Properties=species:S:1:pos:R:3:forces:R:3:mulliken_charge:R:1
Na 3.241536 5.089252 1.250159 -0.261 -0.293 -0.222 0.33
Na 0.148876 3.914712 -1.549541 0.555 -0.806 0.105 0.57
O 2.130676 1.480732 1.246919 0.718 -1.024 0.787 -0.45
C 1.743416 2.118912 0.183059 -1.027 4.330 -1.710 0.94
O 1.020586 1.528722 -0.635611 -0.903 -1.887 -1.040 -0.82
O 1.934046 3.325832 0.081459 1.282 3.486 0.056 -1.20
H 1.601476 0.840862 0.765139 -0.431 -4.129 1.780 0.53
C 4.594956 -5.414068 2.759169 -0.516 -0.159 0.623 -0.82
O 3.559236 -5.040068 1.821839 0.372 -0.264 0.432 -0.31
C 2.146206 -5.319688 2.101899 0.560 1.172 -0.032 -0.42
C 1.463086 -4.287088 3.065509 1.154 -0.261 -0.859 -0.75
N 1.758136 -2.864568 2.958809 -0.266 -1.015 -1.022 -0.52
C 1.663956 -2.326808 1.592239 -0.393 1.846 -1.333 -0.44
C 0.395666 -2.341558 0.616549 -0.955 -2.274 3.235 -0.14
O 0.074466 -3.513388 -0.137141 0.996 1.705 -0.143 -0.39
C 1.025736 -3.623898 -1.121631 0.156 -2.805 -1.684 -0.59
H 4.647956 -4.811458 3.665889 -1.177 -0.090 0.556 0.29
H 5.645576 -5.236928 2.529159 -0.225 0.209 -1.862 0.31
H 4.577966 -6.481798 2.977699 -0.411 -0.039 0.277 0.32
H 1.896846 -6.295678 2.518269 0.705 -0.346 0.186 0.42
H 1.660826 -5.324638 1.125939 0.225 0.296 -0.111 0.18
H 1.826576 -4.602858 4.043399 -0.960 0.056 0.398 0.48
H 0.402436 -4.333408 2.818589 -0.203 -0.668 0.837 0.35
H 2.749346 -2.718618 3.086489 0.198 -0.165 0.736 0.29
H 2.599696 -2.513318 1.065269 -0.076 -0.256 -0.460 0.41
H 1.688596 -1.269708 1.856889 0.151 0.421 -0.580 0.29
H 0.326136 -1.441128 0.006229 0.145 0.033 0.122 0.01
H -0.450544 -2.564198 1.266519 -0.303 1.948 0.807 0.35
H 1.881006 -4.156368 -0.705601 0.575 0.301 -0.292 0.18
H 1.320756 -2.774048 -1.737111 -0.138 0.673 0.601 0.25
H 0.545836 -4.308988 -1.820521 0.385 -0.264 -0.446 0.29
C -0.272834 0.505792 -3.137251 0.242 0.493 -0.625 -0.76
O -0.709114 1.864482 -3.262741 1.506 0.637 0.220 -0.25
C -2.076644 1.873202 -3.431701 -1.747 -0.278 -0.457 -0.47
C -2.692984 3.273512 -3.328681 0.124 0.306 -1.597 -1.14
N -2.255604 3.958082 -2.180831 1.115 0.458 1.909 -0.24
C -2.599374 3.324972 -0.898461 1.335 0.730 1.453 -0.53
C -2.581734 4.279982 0.311559 -1.691 1.453 -1.308 -0.43
O -3.447654 5.450702 0.075659 -0.624 -0.656 0.302 -0.37
C -4.667364 5.393232 0.858859 1.328 -0.178 0.945 -0.76
H 0.810756 0.388202 -3.127051 -0.025 0.769 0.977 0.25
H -0.451324 -0.006338 -4.082751 -1.053 -0.399 0.064 0.37
H -0.801364 0.157412 -2.249901 0.450 -0.882 -0.185 0.27
H -2.538424 1.195162 -2.713981 -0.194 -0.027 0.450 0.41
H -2.298144 1.409322 -4.392871 -0.364 0.176 -0.372 0.46
H -3.768594 3.441502 -3.382901 -0.571 -1.534 -0.121 0.39
H -2.407804 3.863472 -4.199731 0.624 -0.033 -0.158 0.44
H -2.384104 4.955512 -2.274221 -0.679 -0.064 0.632 0.30
H -1.765504 2.674292 -0.635091 0.248 -0.578 -0.088 0.27
H -3.436514 2.644342 -0.743371 -0.746 0.375 -1.140 0.37
H -1.601374 4.728002 0.473699 0.111 -0.309 0.330 0.04
H -3.003024 3.738852 1.158779 0.644 -0.015 0.251 0.51
H -5.250374 4.489352 0.682269 -0.215 0.162 -0.451 0.31
H -5.253714 6.311872 0.878639 0.109 -0.036 -1.092 0.27
H -4.368234 5.350312 1.906139 0.143 -0.300 0.319 0.33
```
Positions in Å, forces in eV/Å.

As for the HOMO-LUMO gap (spin up / spin down): 3.42 / 8.56 eV. The HOMO energy (spin up / spin down) is -3.6 / -8.7 eV. Its charge is 0. Its expectation value of S² is 0.750. Its LUMO energy (spin up / spin down) is -0.166 / -0.121 eV. As for the energy: -1474.52131 Ha. Its spin multiplicity is 2. Its largest force on an atom is 4.767 eV/Å.

The following is a DFT calculation (ωB97M-V with the def2-TZVPD basis set) of 2 unconnected molecules or ions with the total composition C4H6N3O2.

XYZ file:
```
15
Properties=species:S:1:pos:R:3:forces:R:3:mulliken_charge:R:1
C -0.806133 -0.115525 2.094831 -1.694 -0.318 -1.127 0.08
C 0.217262 -0.010225 0.127782 1.489 -2.164 3.108 0.48
C -1.046054 1.853734 -2.591590 -1.116 1.266 2.974 -0.01
C 0.217675 -1.113475 2.056052 -0.652 -2.309 2.644 -0.48
N -0.985254 0.422062 0.916005 0.975 0.474 0.134 -0.46
N -0.136368 1.295896 -2.995486 -5.373 4.957 3.421 0.39
N 0.765191 -1.133251 0.807214 3.531 1.143 -2.074 -0.26
O 0.877088 0.441696 -0.764448 -1.281 1.530 -1.757 -0.59
O 0.326306 0.413807 -3.608553 6.516 -5.554 -3.618 -0.27
H -1.419930 -0.221016 3.062990 0.277 1.392 -1.930 0.31
H -1.675671 2.064044 -1.661641 0.768 0.130 -1.768 0.37
H 0.832208 -1.008342 2.917864 1.199 -0.019 0.576 0.34
H -0.350556 -2.035145 2.238168 -0.038 -0.287 0.370 0.28
H 1.305340 0.410807 -3.337171 -0.931 -0.714 -0.831 0.48
H 1.878894 -1.265067 0.737984 -3.671 0.473 -0.121 0.34
```
Positions in Å, forces in eV/Å.

As for the HOMO-LUMO gap: 8.75 eV. The HOMO energy is -13.6 eV. Its charge is +1. Its LUMO energy is -4.807 eV. As for the energy: -470.29817 Ha. Its largest force on an atom is 9.295 eV/Å.

The following is a DFT calculation (ωB97M-V with the def2-TZVPD basis set) of a molecular structure, C7H18N2Si2.

XYZ file:
```
29
Properties=species:S:1:pos:R:3:forces:R:3:mulliken_charge:R:1
C -0.103390 -0.479673 -0.882514 3.117 -1.498 1.693 0.59
C -3.955982 -0.507494 -1.129502 0.479 1.370 -0.166 -0.96
C -2.048899 1.122163 1.014442 -1.369 -0.553 -2.938 -1.05
C -2.414405 1.910440 -2.085326 -0.435 1.809 -0.622 -0.99
C 3.780524 -1.063393 -0.499640 -1.851 -0.758 -1.385 -1.03
C 2.107323 -2.061768 1.908047 1.319 0.420 2.390 -1.01
C 2.573302 0.961419 1.410645 -1.917 -0.855 3.113 -0.80
N -1.147432 -0.475590 -1.419592 -3.313 0.710 -1.755 -0.30
N 0.905924 -0.721482 -0.300075 1.487 0.447 0.367 -0.24
Si -2.381015 0.573260 -0.803241 -1.802 -0.937 -0.806 0.33
Si 2.317785 -0.709618 0.677116 0.390 -0.410 -0.965 0.15
H -3.868651 -1.403775 -0.502013 -0.422 0.029 -0.503 0.27
H -4.857368 0.088256 -0.910381 0.139 -0.429 0.316 0.32
H -4.023372 -0.676936 -2.241320 0.386 -0.307 1.180 0.25
H -1.840369 0.306663 1.600742 0.659 -2.401 1.267 0.39
H -1.162286 1.680323 0.970243 0.793 1.632 0.393 0.24
H -2.973149 1.474468 1.419420 -0.223 1.254 0.268 0.37
H -1.494577 2.518489 -2.015401 -0.222 -0.134 0.014 0.32
H -2.447211 1.567511 -3.154497 -0.050 -0.120 1.129 0.30
H -3.261523 2.650064 -1.966925 0.752 -0.758 -0.034 0.30
H 3.423648 -1.919362 -1.187143 0.568 1.178 0.949 0.26
H 3.776369 -0.157854 -1.141242 0.397 -0.466 0.176 0.27
H 4.778173 -1.322849 -0.172502 0.106 0.200 0.359 0.38
H 2.990502 -2.683041 1.705061 -0.186 -0.214 0.285 0.29
H 2.251438 -1.673440 3.002446 -0.310 -0.671 -1.889 0.28
H 1.240480 -2.699470 1.896279 -0.409 -0.019 -0.221 0.34
H 2.992263 0.741597 2.499047 -0.982 0.851 -2.058 0.25
H 3.303725 1.475996 0.869730 0.931 1.173 -0.788 0.30
H 1.538174 1.485098 1.438094 1.969 -0.542 0.228 0.16
```
Positions in Å, forces in eV/Å.

As for the HOMO-LUMO gap: 9.75 eV. The HOMO energy is -9.1 eV. Its charge is 0. Its LUMO energy is 0.686 eV. As for the energy: -966.08147 Ha. Its largest force on an atom is 3.850 eV/Å.

The following is a DFT calculation (ωB97M-V with the def2-TZVPD basis set) of C4H3Cl3NOP in the gas phase.

XYZ file:
```
13
Properties=species:S:1:pos:R:3:forces:R:3:mulliken_charge:R:1
C -0.524880 -0.368137 -0.620438 -1.168 0.354 -2.340 -0.35
C 0.670460 -1.149684 -0.337416 1.264 1.817 2.172 0.36
C 2.367603 -0.579306 1.411091 -0.315 -0.225 0.405 -0.01
C -1.636447 0.122675 0.434300 -1.967 -1.203 0.571 -0.55
N 1.568173 -0.665344 0.457496 -1.861 -2.340 -1.864 -0.03
O -1.440811 2.275181 -1.345280 -0.379 0.597 -0.933 -0.66
P -0.770086 1.406388 -0.400115 -0.408 -1.067 0.615 0.63
Cl 0.693437 -2.667128 -1.130188 0.717 -0.323 0.193 -0.15
Cl 3.755068 0.317996 1.022247 1.013 0.523 -0.066 -0.09
Cl 0.623879 2.300559 0.654823 0.527 0.138 0.440 -0.17
H -0.940129 -0.734778 -1.625786 0.187 0.745 1.667 0.41
H -2.690829 0.007667 -0.028519 1.780 0.183 0.728 0.30
H -1.675436 -0.266090 1.507790 0.609 0.800 -1.588 0.31
```
Positions in Å, forces in eV/Å.

As for the HOMO-LUMO gap (spin up / spin down): 8.34 / 8.34 eV. The HOMO energy (spin up / spin down) is -8.8 / -8.8 eV. Its charge is 0. Its LUMO energy (spin up / spin down) is -0.474 / -0.473 eV. As for the energy: -2006.06070 Ha. Its largest force on an atom is 3.524 eV/Å.

The following is a DFT calculation (ωB97M-V with the def2-TZVPD basis set) of 6 unconnected molecules or ions with the total composition C5H26N3O5.

XYZ file:
```
39
Properties=species:S:1:pos:R:3:forces:R:3:mulliken_charge:R:1
N -1.062758 -2.170984 0.744804 -4.108 2.227 0.948 -0.02
C -1.265703 -0.840471 1.445165 0.383 0.419 0.848 -0.64
C -0.038647 -0.348725 2.369894 0.778 0.588 1.022 -0.66
N 1.283157 -0.122408 1.644687 -1.938 -0.647 1.665 -0.37
C 1.207415 0.811594 0.494728 0.725 0.071 2.013 1.59
C 1.040818 2.390468 1.004435 -2.328 -2.886 -2.797 -1.34
C 2.549917 0.544719 -0.252115 1.048 2.987 -0.086 -0.87
N 2.239429 0.458768 -1.687473 0.016 0.148 -0.772 -0.52
H -1.566724 -2.271367 -0.162429 -0.268 -0.170 0.348 0.25
H -1.135585 -2.944949 1.389321 -0.644 -0.469 0.597 0.34
H -0.175502 -2.252393 0.494928 5.456 0.168 -1.585 0.28
H -2.265680 -0.803116 1.937130 0.991 -0.664 0.338 0.44
H -1.478858 -0.110091 0.671722 0.671 0.122 -0.303 0.22
H 0.304343 -0.915363 3.273959 -0.796 -1.037 -1.147 0.43
H -0.362807 0.504829 3.047636 -0.273 -0.012 -1.680 0.32
H 2.015103 0.018380 2.416375 -1.297 0.215 -2.012 0.30
H 0.299415 0.461220 -0.120586 1.678 0.847 0.860 -0.85
H 1.814798 2.656458 1.707734 -0.315 0.078 0.503 0.37
H 1.141394 2.951048 0.065043 0.148 0.265 0.380 0.35
H -0.102985 2.441493 1.226597 2.287 0.397 0.507 0.33
H 3.175935 1.496522 0.007917 -0.720 -1.298 -0.691 0.29
H 3.275134 -0.259479 0.063696 -1.633 0.242 -0.201 0.38
H 3.081524 0.342933 -2.264028 -0.515 0.189 0.325 0.25
H 1.708036 1.292838 -2.041343 0.894 -0.969 0.627 0.17
H -0.392495 4.290729 -2.850518 -0.294 0.629 -2.321 0.29
H -0.026408 4.813289 -1.550529 0.938 3.263 2.031 0.26
O -0.249749 4.048964 -1.972022 -0.663 -3.958 0.160 -0.57
H -0.745959 -0.147379 -2.041840 -0.834 2.608 -1.184 0.33
H 0.806256 -0.733490 -1.812631 -3.301 0.469 -0.071 0.36
O -0.273981 -0.872831 -1.731399 4.155 -2.753 0.968 -0.60
H -0.967182 -3.238417 3.429117 0.208 -1.653 -0.856 0.36
H -0.907565 -4.648128 2.469746 0.025 1.126 1.265 0.33
O -0.577378 -3.736402 2.662172 -0.154 -0.329 0.531 -0.72
H -1.561407 2.255428 -2.449385 1.180 3.652 0.453 0.28
H -2.529854 1.392087 -3.296698 1.550 0.177 1.711 0.28
O -1.856183 1.405516 -2.540324 -2.693 -3.831 -2.003 -0.59
H -2.011723 -3.411271 -2.204254 -0.152 -0.266 0.680 0.33
H -2.122403 -2.006860 -2.045583 0.705 3.724 -1.867 0.24
O -2.265137 -2.743159 -1.543654 -0.910 -3.669 0.797 -0.63
```
Positions in Å, forces in eV/Å.

As for the HOMO-LUMO gap: 9.13 eV. The HOMO energy is -11.5 eV. Its charge is +1. Its LUMO energy is -2.373 eV. As for the energy: -746.25182 Ha. Its largest force on an atom is 5.684 eV/Å.